9
Properties=species:S:1:pos:R:3 method="wB97M-V/def2-TZVPD" energy_ha=-1005.06737 de_lowest_kcal_mol=82.1 orbital_gap_ev=9.44
O -1.9474 -1.5353 0.6649
S -1.6399 -0.5963 -0.3767
P -1.1845 1.2790 0.3414
O -2.6577 0.8026 -0.3330
H -0.6255 1.5507 -0.8628
C 1.9511 -0.3217 0.2144
O 1.1900 -0.1010 -0.7004
H 2.8831 0.2759 0.3944
H 2.0307 -1.3540 0.6579


9
Properties=species:S:1:pos:R:3 method="wB97M-V/def2-TZVPD" energy_ha=-682.08973 de_lowest_kcal_mol=128.3 orbital_gap_ev=10.58
C 1.1199 0.1847 -0.3768
O -0.4405 0.9217 1.8494
O -1.8501 -1.0262 -0.5173
O -1.6907 0.5105 -0.4470
O -1.0076 -1.3505 0.5554
P -0.4193 0.2165 0.5862
H 0.9204 0.1592 -1.4409
H 1.6810 1.0775 -0.1230
H 1.6868 -0.6932 -0.0862


9
Properties=species:S:1:pos:R:3 method="wB97M-V/def2-TZVPD" energy_ha=-682.27013 de_lowest_kcal_mol=15.1 orbital_gap_ev=10.14
C 1.9094 -0.5106 -0.1727
O 0.6503 -0.8998 -0.2861
O -1.6709 -0.1970 -0.5109
O 2.3133 0.5475 -0.4842
O 0.0675 1.1880 0.5495
P -0.2000 0.3826 -0.8437
H 2.4811 -1.4181 0.3526
H -2.3815 -0.2803 -1.2277
H -0.4732 1.9545 0.6652


9
Properties=species:S:1:pos:R:3 method="wB97M-V/def2-TZVPD" energy_ha=-682.05026 multiplicity=3 de_lowest_kcal_mol=25.4 s_squared=2.02 orbital_gap_ev="7.25 / 6.46"
C -0.9827 0.0515 0.0204
O 1.6287 -0.9471 0.7405
O -0.3751 -0.0378 -1.0842
O -2.1996 -0.5334 0.1909
O 1.4061 1.4632 0.0530
P 1.5713 0.0571 -0.3203
H -0.5235 0.4117 0.9891
H 2.1258 -0.1408 -1.6117
H -2.6509 -0.3245 1.0224


9
Properties=species:S:1:pos:R:3 method="wB97M-V/def2-TZVPD" energy_ha=-738.87941 de_lowest_kcal_mol=154.4 orbital_gap_ev="7.52 / 6.20" charge=-1
C -0.5912 1.2462 -0.6172
O -1.7409 -1.1288 -1.2291
O -1.5542 -0.4803 1.1456
O 1.9062 -0.2518 0.8393
O 1.5640 -1.2115 -0.1131
S -1.0498 -0.3586 -0.2134
H 0.0762 1.7579 0.0234
H -0.2191 1.0614 -1.5157
H 1.6087 -0.6345 1.6801


6
Properties=species:S:1:pos:R:3 method="wB97M-V/def2-TZVPD" energy_ha=-513.32988 de_lowest_kcal_mol=5.0 orbital_gap_ev=6.79 charge=-1
S -2.4198 -0.2062 -0.6703
H -1.2748 -0.7880 -1.1578
O 2.1056 0.6203 0.4371
C 0.9521 0.3063 0.4870
H 0.6097 -0.6680 -0.0167
H 0.0272 0.7356 0.9207